# 1
15
Properties=species:S:1:pos:R:3:lowdin_charge:R:1 method="wB97M-V/def2-TZVPD" spin_multiplicity=1 homo_energy_ev="-13.8014 / -13.8007" gap_ev="7.75 / 7.75" total_charge=+1 de_lowest_kcal_mol=123.9
C -0.43618 -1.65912 0.36166 -0.050
C -0.54579 -1.45683 1.60345 0.173
C 0.26843 -0.67593 -0.51886 -0.393
N 0.30022 0.58506 -0.44710 0.072
N 0.83429 -1.21310 -1.63455 0.145
N -0.04137 2.67555 0.17692 0.080
N -0.19910 1.30305 0.61399 -0.524
S 0.23793 0.91850 2.38704 0.719
H -0.77602 -2.60710 -0.16967 0.177
H -0.63275 -1.37529 2.62446 0.005
H 1.21438 -2.19185 -1.78375 0.163
H 1.18980 -0.49243 -2.29017 0.139
H 0.14429 3.27957 0.94944 0.068
H 0.88967 2.72599 -0.28275 0.116
H -1.19815 1.24143 0.76272 0.110

# 2
15
Properties=species:S:1:pos:R:3:lowdin_charge:R:1 method="wB97M-V/def2-TZVPD" spin_multiplicity=1 homo_energy_ev="-9.4505 / -7.5567" gap_ev="10.21 / 6.98" de_lowest_kcal_mol=126.5
C 2.34696 0.54165 -0.88698 -0.185
C 1.38109 -0.36684 -0.43504 -0.079
C -1.53906 0.87178 -0.15092 -0.181
N 3.48197 -0.12297 -1.02608 0.032
N 1.93831 -1.54943 -0.28299 0.014
N 3.19416 -1.36033 -0.65721 -0.110
N -1.24858 -0.80172 1.39129 -0.008
N -0.81564 0.37016 0.97496 -0.128
H 2.26599 1.58488 -1.10503 0.081
H -2.53239 1.20654 0.17516 0.077
H -0.99966 1.72498 -0.55234 0.067
H -1.68316 0.11910 -0.93709 0.071
H 3.89383 -2.08708 -0.66006 0.149
H -0.66764 -1.23819 2.09209 0.097
H -1.70930 -1.43679 0.73650 0.103

# 3
16
Properties=species:S:1:pos:R:3:lowdin_charge:R:1 method="wB97M-V/def2-TZVPD" spin_multiplicity=1 homo_energy_ev=-8.5311 smiles="Nc1c(N)n(N)[nH]c1=O" gap_ev=9.11 de_lowest_kcal_mol=43.5
C -0.08171 -0.57870 0.14059 -0.308
C 1.03327 0.11910 0.22896 -0.232
C 1.04430 1.11262 -0.87802 -0.435
H -1.12950 -2.19870 0.67508 0.090
H 0.01661 -1.70444 1.77196 0.109
H 2.91423 0.32772 1.04589 0.099
H 1.67021 0.75134 2.12743 0.133
H -0.10460 0.96114 -2.53062 0.165
H -2.76080 -0.87288 -0.65438 0.114
H -2.44051 0.63719 0.11084 0.100
N -0.68650 -1.38619 1.07948 0.128
N 1.94340 0.01257 1.34833 0.041
N -0.20957 1.03821 -1.49043 0.110
N -0.90537 -0.14214 -0.96747 -0.176
N -2.28327 0.09308 -0.78178 0.026
O 1.97981 1.83008 -1.22586 0.038

# 4
12
Properties=species:S:1:pos:R:3:lowdin_charge:R:1 method="wB97M-V/def2-TZVPD" spin_multiplicity=1 homo_energy_ev=-9.7713 smiles="CC=O.C=N" gap_ev=10.75 de_lowest_kcal_mol=64.0
C 4.65343 0.01934 0.76397 -0.114
N 3.46641 0.03425 0.13924 0.004
H 4.70357 -0.36943 1.77063 0.038
H 5.54046 0.61423 0.49643 0.057
H 3.72599 0.42634 -0.77299 0.015
O -3.37053 -0.89538 1.26814 0.019
C -3.06544 -0.01819 0.47435 -0.337
C -3.27301 -0.11825 -0.99779 -0.074
H -2.33713 0.76252 0.80757 0.120
H -2.34972 0.02523 -1.58117 0.080
H -3.63393 -1.15310 -1.28604 0.099
H -4.06010 0.67244 -1.08235 0.093

# 5
12
Properties=species:S:1:pos:R:3:lowdin_charge:R:1 method="wB97M-V/def2-TZVPD" spin_multiplicity=1 homo_energy_ev=-8.1223 gap_ev=8.92 de_lowest_kcal_mol=74.7
C -1.58126 0.10073 -0.76445 -0.086
O -1.08019 -1.23007 -0.62349 -0.170
C 0.08605 -1.65685 -0.14767 -0.154
N 0.99234 -0.79228 0.35987 -0.072
C 1.19175 0.63758 0.66976 -0.090
H -1.66326 0.61765 0.19614 0.081
H -0.97701 0.68399 -1.46614 0.086
H -2.58304 -0.02700 -1.18455 0.088
H 1.77268 -1.35685 0.65438 0.087
H 2.18017 0.72450 1.13507 0.079
H 1.19772 1.27550 -0.21901 0.075
H 0.46404 1.02309 1.39010 0.075

# 6
12
Properties=species:S:1:pos:R:3:lowdin_charge:R:1 method="wB97M-V/def2-TZVPD" spin_multiplicity=1 homo_energy_ev="-9.0722 / -9.3773" gap_ev="8.58 / 9.08" de_lowest_kcal_mol=150.4
C 0.23238 -0.03572 -0.15297 -0.423
C -1.15233 0.50228 -0.26279 -0.085
C 0.37942 -0.80010 1.17151 -0.017
N 1.15778 0.20445 -0.96612 -0.128
O 2.38266 0.05555 -0.91214 -0.005
H -1.92168 -0.34197 -0.08467 0.111
H -1.20323 1.26219 0.63051 0.118
H -1.16970 1.23786 -1.07367 0.034
H 0.40811 -0.05329 1.89824 0.060
H -0.54447 -1.37244 1.22475 0.071
H 1.22888 -1.50847 1.19367 0.093
H 0.20218 0.84968 -2.66631 0.171